{
  "formula": "C6H18FO3S3Sn",
  "method": "ωB97M-V with the def2-TZVPD basis set",
  "symbols": ["Sn", "F", "C", "S", "O", "C", "H", "H", "H", "H", "H", "H", "C", "S", "O", "C", "H", "H", "H", "H", "H", "H", "C", "S", "O", "C", "H", "H", "H", "H", "H", "H"],
  "xyz": [[2.640, -2.098, -0.323], [1.525, -4.282, 1.212], [0.925, 1.543, -1.898], [1.877, 0.850, -3.209], [2.305, -0.598, -2.826], [0.650, 0.650, -4.597], [1.618, 1.638, -1.060], [-0.006, 1.084, -1.580], [0.747, 2.599, -2.122], [1.071, 1.299, -5.362], [-0.316, 1.004, -4.243], [0.583, -0.378, -4.946], [-2.548, 0.029, -0.990], [-1.637, -1.563, -0.749], [-0.144, -1.175, -0.641], [-2.029, -1.905, 0.998], [-2.315, 0.685, -0.153], [-3.614, -0.187, -1.055], [-2.267, 0.444, -1.956], [-1.720, -1.088, 1.648], [-1.365, -2.690, 1.366], [-3.087, -2.147, 1.087], [0.436, 1.714, 2.357], [0.774, -0.084, 2.342], [2.205, -0.361, 1.976], [0.623, -0.266, 4.155], [1.120, 2.284, 2.990], [-0.540, 2.017, 2.740], [0.549, 2.137, 1.359], [-0.291, 0.127, 4.590], [1.558, 0.067, 4.606], [0.676, -1.349, 4.284]],
  "energy_ha": -1973.4478,
  "orbital_gap_ev": 7.73,
  "total_charge": 1,
  "relative_energy_ev": 1.4519,
  "spin_multiplicity": 1
}

=====

{
  "formula": "C6H10CsO4",
  "method": "ωB97M-V with the def2-TZVPD basis set",
  "symbols": ["O", "C", "O", "Cs", "O", "C", "H", "H", "H", "C", "H", "H", "C", "C", "C", "O", "H", "H", "H", "H", "H"],
  "xyz": [[-2.687, -1.113, -3.002], [-3.618, -1.301, -2.186], [-4.763, -0.843, -2.201], [-0.723, 1.408, -1.573], [-3.091, -1.473, -0.904], [-3.656, -2.487, -0.097], [-3.023, -2.532, 0.797], [-4.687, -2.247, 0.190], [-3.629, -3.453, -0.618], [1.850, 1.875, 1.675], [2.267, 2.886, 0.303], [0.886, 3.846, 1.602], [1.427, 3.003, 1.168], [2.287, 0.470, 1.567], [3.294, 0.262, 0.439], [2.665, 0.663, -0.771], [2.682, 0.143, 2.539], [1.481, -0.266, 1.424], [3.550, -0.807, 0.386], [4.202, 0.860, 0.616], [3.286, 1.106, -1.355]],
  "energy_ha": -555.5474,
  "orbital_gap_ev": [6.31, 6.19],
  "total_charge": 0,
  "relative_energy_ev": 1.7135,
  "spin_multiplicity": 2
}

=====

{
  "formula": "C8H9BrO3P",
  "method": "ωB97M-V with the def2-TZVPD basis set",
  "symbols": ["C", "C", "C", "C", "C", "C", "C", "C", "O", "O", "O", "P", "Br", "H", "H", "H", "H", "H", "H", "H", "H", "H"],
  "xyz": [[3.050, -2.693, -0.813], [3.646, -2.175, 0.326], [1.747, -2.493, -1.130], [2.994, -1.304, 1.148], [0.952, -1.698, -0.350], [1.620, -0.982, 0.777], [-2.183, 2.681, -0.181], [-1.882, 1.676, 0.889], [-0.356, -1.489, -0.502], [0.857, -0.401, 1.585], [-1.751, 0.440, 0.155], [-1.363, -0.984, 0.673], [-3.170, -2.008, -0.160], [3.652, -3.164, -1.533], [4.751, -2.435, 0.440], [1.327, -2.872, -2.073], [3.437, -0.650, 1.897], [-1.794, 3.656, 0.209], [-1.365, 2.437, -1.041], [-3.238, 2.749, -0.553], [-2.914, 1.482, 1.460], [-0.993, 1.922, 1.434]],
  "energy_ha": -3451.0073,
  "orbital_gap_ev": [5.25, 7.06],
  "total_charge": 1,
  "relative_energy_ev": 2.5925,
  "spin_multiplicity": 1
}

=====

{
  "formula": "C5H10N2O2",
  "method": "ωB97M-V with the def2-TZVPD basis set",
  "symbols": ["C", "C", "C", "C", "C", "N", "N", "O", "O", "H", "H", "H", "H", "H", "H", "H", "H", "H", "H"],
  "xyz": [[0.469, 0.235, 0.216], [-0.508, -0.671, 0.471], [1.736, -0.421, 0.540], [-1.997, -0.742, 0.096], [0.505, 1.306, -0.818], [-0.014, -1.859, 1.089], [1.350, -1.645, 1.303], [-0.593, 2.172, -0.828], [1.814, 1.979, -0.598], [2.429, -0.525, -0.364], [2.418, 0.076, 1.272], [-2.211, -1.618, -0.572], [-2.214, 0.060, -0.476], [-2.685, -0.633, 0.989], [0.510, 0.905, -1.753], [-0.442, -2.128, 1.958], [1.885, -2.597, 1.151], [-0.555, 2.754, -0.097], [1.852, 2.842, -1.096]],
  "smiles": "CC1=C(C(O)O)CNN1",
  "energy_ha": -456.4113,
  "orbital_gap_ev": 7.94,
  "total_charge": 0,
  "relative_energy_ev": 3.8883,
  "spin_multiplicity": 1
}

=====

{
  "formula": "C15H20N2O4",
  "method": "ωB97M-V with the def2-TZVPD basis set",
  "symbols": ["C", "C", "C", "C", "C", "C", "C", "N", "O", "O", "H", "H", "O", "C", "H", "C", "O", "N", "C", "H", "C", "H", "H", "C", "C", "C", "C", "H", "H", "H", "H", "H", "H", "H", "H", "H", "H", "H", "H", "H", "H"],
  "xyz": [[-3.919, -2.296, 0.511], [-2.920, -1.194, -0.006], [-1.693, -1.399, -0.604], [-0.901, -0.542, -1.033], [-1.261, 0.660, -1.002], [-2.549, 1.073, -0.224], [-3.479, 0.051, 0.314], [-4.637, 0.653, 0.608], [-5.528, -0.156, 0.917], [-4.702, 1.782, 0.908], [-2.831, 2.394, -0.123], [-0.723, 1.720, -1.260], [0.213, -1.156, -1.667], [1.160, 0.036, -2.019], [0.668, 0.608, -2.914], [1.751, 0.799, -0.872], [1.844, 1.880, -1.086], [2.363, 0.171, 0.134], [2.677, -1.092, 0.151], [2.179, -1.429, 1.329], [3.989, -1.645, -0.014], [4.340, -1.138, -0.688], [4.030, -2.614, 0.046], [4.835, -1.193, 1.449], [5.488, 0.339, 0.965], [4.638, 1.281, 0.659], [3.087, 0.886, 1.020], [2.613, 2.203, 0.962], [2.878, 0.600, 2.127], [4.659, 1.275, -0.348], [4.901, 2.332, 1.006], [5.783, 0.415, 2.087], [6.413, 0.192, 0.597], [4.278, -1.477, 2.161], [5.697, -2.011, 1.367], [2.006, -1.525, -0.478], [1.917, -0.653, -2.742], [-1.567, -2.501, -0.446], [-3.506, -3.212, 0.276], [-4.344, -2.074, 1.575], [-4.827, -2.342, 0.034]],
  "energy_ha": -993.3813,
  "orbital_gap_ev": 8.34,
  "total_charge": 0,
  "relative_energy_ev": 20.4370,
  "spin_multiplicity": 1
}